Entry 1:
Here is an isolated molecule of C5H5NO2 in a non-equilibrium geometry from the OMol25 dataset. Energies are from the ωB97M-V functional and the def2-TZVPD basis.

Computed properties:
- Maximum force: 5.3 eV Å⁻¹
- Relative energy (zero: lowest compared OMol25 entry of this formula, charge and spin): 73.3 kcal per mole
- HOMO-LUMO gap: 9.705 eV

Structure (XYZ):
```
13
Properties=species:S:1:pos:R:3:lowdin_charge:R:1
O 2.110 0.539 0.965 -0.01
C 1.303 -0.461 0.761 -0.46
O 1.501 -1.735 1.305 0.07
N 0.155 -0.115 0.144 -0.09
C -0.633 -0.994 -0.684 0.03
C -1.500 0.029 -1.130 -0.09
C -1.115 1.356 -0.645 -0.08
C -0.249 1.227 0.350 -0.03
H 2.511 -1.446 1.537 0.20
H -0.425 -2.137 -0.729 0.15
H -2.426 -0.037 -1.542 0.05
H -1.805 1.993 -1.225 0.11
H 0.573 1.779 0.893 0.14
```

Entry 2:
Here is an isolated molecule of C5H5NO2 in a non-equilibrium geometry from the OMol25 dataset. Energies are from the ωB97M-V functional and the def2-TZVPD basis.

Computed properties:
- Maximum force: 11.9 eV Å⁻¹
- Relative energy (zero: lowest compared OMol25 entry of this formula, charge and spin): 127.9 kcal per mole
- HOMO-LUMO gap: 9.143 eV

Structure (XYZ):
```
13
Properties=species:S:1:pos:R:3:lowdin_charge:R:1
C 1.522 -0.445 -1.296 -0.05
C 1.181 0.408 0.064 0.07
C -0.144 0.378 0.722 -0.27
C -0.383 1.362 1.738 -0.10
N -0.848 2.424 2.345 0.13
O -1.163 0.013 -0.155 -0.02
C -1.978 -0.963 0.197 -0.23
O -2.056 -1.073 1.482 -0.01
H 1.848 0.360 -1.925 0.06
H 0.590 -0.563 -1.765 0.02
H 2.191 -1.375 -1.197 0.11
H 2.121 0.808 0.348 0.08
H -2.882 -1.334 -0.560 0.21
```

Entry 3:
Here is a cluster of 2 separate species, C5H5NO2 in total in a non-equilibrium geometry from the OMol25 dataset. Energies are from the ωB97M-V functional and the def2-TZVPD basis.

Computed properties:
- Maximum force: 4.3 eV Å⁻¹
- Relative energy (zero: lowest compared OMol25 entry of this formula, charge and spin): 122.2 kcal per mole
- HOMO-LUMO gap (alpha / beta): 7.880 / 7.950 eV

Structure (XYZ):
```
13
Properties=species:S:1:pos:R:3:lowdin_charge:R:1
C 0.024 -0.725 0.273 -0.19
C 1.326 0.965 3.076 -0.41
C -0.764 0.470 -1.558 -0.16
C 1.128 -1.382 0.168 -0.03
C -1.658 0.181 -2.442 -0.01
N -0.482 0.338 -0.301 -0.05
O 2.231 0.232 3.103 0.20
O 0.452 1.742 3.021 0.18
H 1.905 -1.010 -0.527 0.07
H 1.247 -2.449 0.426 0.06
H -2.630 -0.283 -2.179 0.07
H -1.833 0.717 -3.338 0.03
H -0.947 1.203 0.279 0.24
```

Entry 4:
Here is a cluster of 2 separate species, C5H5NO2 in total in a non-equilibrium geometry from the OMol25 dataset. Energies are from the ωB97M-V functional and the def2-TZVPD basis.

Computed properties:
- Maximum force: 6.0 eV Å⁻¹
- Relative energy (zero: lowest compared OMol25 entry of this formula, charge and spin): 156.2 kcal per mole
- HOMO-LUMO gap: 9.058 eV

Structure (XYZ):
```
13
Properties=species:S:1:pos:R:3:lowdin_charge:R:1
C -1.298 -0.011 -1.473 -0.04
C -0.275 0.989 -0.908 -0.19
C 0.399 0.301 0.189 -0.28
C 0.681 -1.107 0.339 -0.02
C 1.198 -0.072 2.139 -0.22
H -2.201 0.451 -2.028 0.13
H -1.670 -0.815 -0.895 0.06
H -0.191 2.033 -1.063 0.14
H -0.234 -2.152 -0.423 0.26
H 1.391 0.515 3.064 0.14
N 1.331 -1.190 1.644 0.08
O 0.174 0.049 -1.913 -0.08
O 0.696 1.008 1.328 0.03
```

Entry 5:
Here is an isolated molecule of C5H5NO2 in a non-equilibrium geometry from the OMol25 dataset. Energies are from the ωB97M-V functional and the def2-TZVPD basis.

Computed properties:
- Maximum force: 4.0 eV Å⁻¹
- Relative energy (zero: lowest compared OMol25 entry of this formula, charge and spin): 114.6 kcal per mole
- HOMO-LUMO gap: 10.881 eV

Structure (XYZ):
```
13
Properties=species:S:1:pos:R:3:lowdin_charge:R:1
C -2.554 -0.301 -0.403 0.13
C -1.511 -0.021 0.099 -0.11
C -0.256 0.565 0.635 -0.23
C 0.455 1.395 -0.354 -0.26
O 1.540 1.855 -0.104 0.08
C 0.641 -0.686 1.083 -0.09
N 1.390 -1.364 0.346 0.02
O 1.410 -1.026 -1.025 -0.03
H -3.299 -0.619 -1.079 0.03
H -0.433 1.146 1.504 0.14
H -0.148 1.571 -1.283 0.14
H 0.818 -0.888 2.087 0.10
H 1.948 -1.626 -1.507 0.08
```

Entry 6:
Here is an isolated molecule of C5H5NO2 in a non-equilibrium geometry from the OMol25 dataset. Energies are from the ωB97M-V functional and the def2-TZVPD basis.

Computed properties:
- Maximum force: 9.1 eV Å⁻¹
- Relative energy (zero: lowest compared OMol25 entry of this formula, charge and spin): 129.8 kcal per mole
- HOMO-LUMO gap: 9.966 eV

Structure (XYZ):
```
13
Properties=species:S:1:pos:R:3:lowdin_charge:R:1
O -2.234 -0.542 0.341 0.18
C -1.205 -0.228 -0.061 -0.43
N -0.723 1.154 -0.248 0.06
C 0.524 1.554 -0.174 -0.24
C 1.498 0.838 0.138 -0.09
C 1.041 -0.440 0.513 -0.23
O 1.154 -1.748 -0.167 0.03
C 0.039 -0.816 -0.488 -0.17
H -1.480 1.831 0.222 0.22
H 0.415 2.704 -0.049 0.17
H 2.387 1.417 0.645 0.16
H 0.812 -0.659 1.530 0.16
H 0.183 -0.493 -1.571 0.19
```

Entry 7:
Here is an isolated molecule of C5H5NO2 in a non-equilibrium geometry from the OMol25 dataset. Energies are from the ωB97M-V functional and the def2-TZVPD basis.

Computed properties:
- Maximum force: 11.3 eV Å⁻¹
- Relative energy (zero: lowest compared OMol25 entry of this formula, charge and spin): 174.1 kcal per mole
- HOMO-LUMO gap: 9.100 eV

Structure (XYZ):
```
13
Properties=species:S:1:pos:R:3:lowdin_charge:R:1
C -2.364 0.340 -1.951 0.19
C -1.309 0.909 -1.612 -0.15
C -0.055 1.240 -1.325 -0.23
O 0.508 -0.029 -0.850 -0.10
N 0.309 0.037 0.540 0.08
C 1.010 -0.949 1.009 -0.09
C 0.930 -1.271 2.498 -0.10
O 2.018 -1.851 3.089 -0.10
H -3.290 0.057 -2.150 -0.02
H 0.021 2.135 -0.742 0.13
H 0.304 1.502 -2.247 0.11
H 1.771 -1.321 0.402 0.11
H 0.145 -0.801 3.341 0.17
```

Entry 8:
Here is an isolated molecule of C5H5NO2S2 in a non-equilibrium geometry from the OMol25 dataset. Energies are from the ωB97M-V functional and the def2-TZVPD basis.

Computed properties:
- Maximum force: 2.5 eV Å⁻¹
- Relative energy (zero: lowest compared OMol25 entry of this formula, charge and spin): 22.4 kcal per mole
- HOMO-LUMO gap (alpha / beta): 6.864 / 6.862 eV

Structure (XYZ):
```
15
Properties=species:S:1:pos:R:3:lowdin_charge:R:1
C -0.993 -1.495 -2.022 -0.57
C 0.050 -1.474 -3.027 -0.59
C -0.229 0.811 -2.312 -0.60
C -0.094 0.312 -1.003 -0.44
C -0.090 0.266 1.747 -0.36
N 0.277 -0.142 -3.270 0.16
O 0.691 -2.411 -3.377 0.11
O -0.728 1.808 -2.711 0.11
S -2.398 -2.015 -1.702 0.88
S -1.011 0.889 0.296 0.93
H 0.686 -0.360 -0.826 0.07
H 0.370 0.974 2.500 0.06
H 0.598 -0.551 1.361 0.06
H -0.957 -0.174 2.212 0.00
H 0.742 0.164 -4.101 0.16
```

Entry 9:
Here is a cluster of 2 separate species, C5H5NO3 in total in a non-equilibrium geometry from the OMol25 dataset. Energies are from the ωB97M-V functional and the def2-TZVPD basis.

Computed properties:
- Maximum force: 5.2 eV Å⁻¹
- Relative energy (zero: lowest compared OMol25 entry of this formula, charge and spin): 66.2 kcal per mole
- HOMO-LUMO gap: 9.027 eV

Structure (XYZ):
```
14
Properties=species:S:1:pos:R:3:lowdin_charge:R:1
C -2.297 -0.879 0.922 0.06
C -1.235 -0.832 0.127 -0.06
C -0.848 0.606 -0.267 -0.35
O -1.262 1.488 0.447 0.09
C 0.140 0.809 -1.358 -0.13
O 1.048 0.014 -1.599 0.01
H -3.024 -1.575 1.294 0.07
H -2.574 0.120 1.211 0.06
H -0.622 -1.634 -0.162 0.08
H -0.021 1.739 -1.870 0.12
N 2.553 -0.054 -0.375 0.18
C 2.569 0.009 0.796 -0.37
O 2.452 0.029 1.969 0.13
H 3.120 0.161 -1.134 0.10
```

Entry 10:
Here is a cluster of 2 separate species, C5H5NO3 in total in a non-equilibrium geometry from the OMol25 dataset. Energies are from the ωB97M-V functional and the def2-TZVPD basis.

Computed properties:
- Maximum force: 6.4 eV Å⁻¹
- Relative energy (zero: lowest compared OMol25 entry of this formula, charge and spin): 144.3 kcal per mole
- HOMO-LUMO gap: 7.193 eV

Structure (XYZ):
```
14
Properties=species:S:1:pos:R:3:lowdin_charge:R:1
C 2.230 0.468 0.030 0.00
C 0.977 0.634 -0.774 -0.44
O 0.624 -0.171 -1.632 0.10
C 0.127 1.754 -0.405 -0.13
N -0.584 2.600 -0.042 0.21
H 3.032 0.144 -0.638 0.10
H 2.517 1.417 0.489 0.09
H 2.081 -0.279 0.815 0.10
O -3.089 -0.276 -0.322 0.10
C -2.199 -0.153 0.482 -0.32
C -1.502 -1.561 0.452 -0.12
O -0.999 -0.418 0.994 0.08
H -1.202 -1.892 -0.532 0.11
H -2.013 -2.269 1.084 0.11
```